46
Properties=species:S:1:pos:R:3:forces:R:3 method="wB97M-V/def2-TZVPD" orbital_gap_ev=7.49 e_tot_ev=-29434.40229 molar_mass_da=335.41 relative_energy_kj_mol=230.4 total_charge=0 smiles=CC(C)n1cc(-c2nc(-c3ccc4c(c3)CCN4C)cnc2N)nn1
C -3.5955 -3.2033 -2.3017 -2.6170 -0.5341 0.2378
C -3.3536 -4.1418 -1.0701 -2.0403 -1.1027 -1.5643
C -4.0691 -5.5324 -1.2067 1.2759 0.7358 -3.4590
N -1.9115 -4.2002 -0.9110 0.3318 1.8758 2.5194
C -1.1949 -3.1192 -0.4136 -1.2867 -0.0782 0.0468
C 0.1336 -3.3611 -0.5311 -2.1348 -2.0208 -0.7188
C 1.1486 -2.3241 -0.2402 1.6609 0.0725 0.1348
N 0.7390 -1.1466 0.4097 0.7086 -1.9985 -2.3940
C 1.5636 -0.1272 0.2773 0.8009 1.3506 0.1653
C 1.1458 1.2718 0.6512 -0.2698 -1.0058 0.2798
C 0.2778 1.5115 1.7315 0.9841 -1.4879 0.0505
C 0.0370 2.7881 2.1018 -0.3443 0.9972 0.1042
C 0.6279 3.8506 1.4553 -0.2678 -0.1462 0.4041
C 1.4812 3.6396 0.4085 0.0550 0.6427 0.1730
C 1.6777 2.3646 -0.0482 0.2205 -0.5108 0.2249
C 2.0245 4.9870 0.0243 0.7113 0.1873 -2.5090
C 1.0505 6.0423 0.6408 -1.2506 -4.1076 -1.4355
N 0.4110 5.1784 1.7015 0.0446 3.4769 2.1069
C 0.3962 5.7414 3.0997 -0.7500 -1.3094 -0.2357
C 2.9031 -0.2682 -0.2196 -1.6319 -1.5849 0.3748
N 3.3577 -1.4092 -0.6746 -0.3452 0.9629 0.8279
C 2.5020 -2.4473 -0.7290 0.2627 0.8471 -0.4426
N 3.1463 -3.4682 -1.3706 -3.4488 -3.1854 -0.9099
N 0.1298 -4.6635 -1.0945 1.1362 -0.7527 -0.0728
N -1.0936 -5.1851 -1.2746 2.2536 2.7634 0.3750
H -3.4529 -2.1708 -1.9154 -0.3276 -0.4626 -0.8188
H -4.6980 -3.4298 -2.6859 2.0439 1.0502 0.9935
H -3.0005 -3.3922 -3.2104 0.2899 -0.1074 0.8085
H -3.9969 -3.8666 -0.1760 1.8039 1.0155 -0.6449
H -3.9203 -5.9485 -0.2581 -0.4244 -1.2845 1.2092
H -3.5976 -6.1875 -2.0309 -0.7025 0.9058 1.3542
H -5.1235 -5.3008 -1.5211 0.9480 -0.4915 0.7722
H -1.5952 -2.2357 0.0576 -0.6282 -0.1135 -0.3173
H -0.0909 0.7245 2.4169 0.1803 0.2004 -0.9899
H -0.6433 2.9797 2.8742 -0.8267 0.2566 1.1912
H 2.2814 2.2150 -0.9202 0.3459 -0.2287 -0.3225
H 3.0997 5.1214 0.3275 -1.0073 -0.0951 -0.0901
H 1.9973 5.0211 -1.0989 0.3130 0.3736 0.8683
H 1.6296 6.8712 0.8970 0.2848 1.4813 1.0983
H 0.2254 6.2645 -0.1035 1.0796 0.2130 0.7681
H 0.2656 6.8134 3.1127 -0.1439 0.2467 -0.4681
H -0.4437 5.3187 3.6945 0.3656 0.1877 -0.5630
H 1.2861 5.5400 3.7047 0.3122 -0.2189 -0.3641
H 3.6000 0.5137 -0.1667 0.6510 1.1489 0.0146
H 2.5128 -4.2167 -1.8256 1.8206 1.4906 1.2328
H 4.1296 -3.4127 -1.5883 -0.4370 0.3444 -0.0157



43
Properties=species:S:1:pos:R:3:forces:R:3 method="wB97M-V/def2-TZVPD" orbital_gap_ev=8.81 e_tot_ev=-26638.44812 molar_mass_da=299.37 relative_energy_kj_mol=157.1 total_charge=0 smiles=CCOc1ccc(CNCCc2ccc3c(c2)OCO3)cc1
C -1.9256 -1.4414 -7.7435 0.1656 0.3548 0.1563
C -1.7502 0.0528 -7.4860 -0.3330 -0.2190 -0.2012
O -0.5140 0.3593 -6.8761 0.2389 0.0428 0.1555
C -0.3300 0.1086 -5.5487 0.2302 0.0371 0.1363
C 0.9588 0.3459 -5.0697 -0.1434 -0.0145 -0.2359
C 1.2609 0.1505 -3.7384 -0.1167 -0.0572 0.0143
C 0.2921 -0.2925 -2.8470 0.0320 0.0055 0.0796
C 0.6059 -0.5148 -1.3919 0.0337 0.0168 0.0467
N -0.4334 0.0700 -0.5614 -0.0821 0.1510 -0.1831
C -0.3189 -0.1837 0.8542 0.1695 0.2218 0.1434
C 0.8940 0.4724 1.5561 -0.3193 -0.2913 -0.1629
C 0.8402 0.2170 3.0315 0.1837 -0.0584 0.0232
C 1.4227 -0.9219 3.5683 -0.0356 0.1166 -0.1362
C 1.3576 -1.2190 4.9272 -0.1536 0.0975 0.4073
C 0.6823 -0.3316 5.7277 -0.1850 0.3985 -0.3301
C 0.0888 0.8146 5.1989 0.2450 -0.4893 0.1502
C 0.1515 1.1087 3.8606 -0.0646 0.0087 0.3210
O -0.5129 1.5219 6.2082 0.0428 0.0872 -0.5311
C -0.2775 0.7858 7.3886 -0.3935 0.3177 1.1853
O 0.4684 -0.3715 7.0828 0.2463 -0.3204 -0.2969
C -0.9882 -0.5248 -3.3262 0.1703 0.0124 0.0500
C -1.3055 -0.3290 -4.6585 -0.1466 0.0295 -0.3138
H -1.9240 -1.9987 -6.8100 -0.0346 -0.0877 0.0378
H -2.8656 -1.6172 -8.2596 -0.1095 -0.0520 -0.0527
H -1.1088 -1.8060 -8.3614 0.0459 -0.0521 -0.0671
H -1.7225 0.5913 -8.4378 -0.0775 -0.0342 0.1622
H -2.5850 0.4472 -6.8931 0.0962 0.0268 -0.0644
H 1.7071 0.6905 -5.7659 0.0840 0.0463 -0.0889
H 2.2656 0.3430 -3.3892 0.0955 0.0329 0.0517
H 1.6129 -0.1200 -1.1761 -0.0694 -0.1323 -0.0495
H 0.6180 -1.5912 -1.1801 0.0876 0.0598 0.0488
H -0.4921 1.0680 -0.7401 -0.0358 -0.0822 -0.0241
H -0.2726 -1.2668 0.9998 -0.0604 0.0176 0.0912
H -1.2348 0.1818 1.3279 0.0443 -0.1105 0.0893
H 1.8153 0.0611 1.1412 0.0464 0.0862 -0.0152
H 0.8728 1.5466 1.3588 0.0602 0.0194 -0.0483
H 1.9492 -1.6006 2.9145 0.0744 -0.0645 -0.1031
H 1.8163 -2.1031 5.3369 0.0682 -0.1251 0.0580
H -0.3103 1.9992 3.4670 -0.0665 0.1549 -0.0769
H 0.2838 1.4079 8.1049 -0.0726 -0.1401 -0.2281
H -1.2404 0.4958 7.8400 0.2091 0.0281 -0.1793
H -1.7486 -0.8582 -2.6367 -0.0970 -0.0170 0.0600
H -2.3164 -0.5186 -4.9841 -0.0729 -0.0223 -0.0791